Formula: C74H163N8O22
Source: the Open Molecules 2025 dataset
Level of theory: ωB97M-V/def2-TZVPD

Structure (XYZ):
```
267
Properties=species:S:1:pos:R:3:forces:R:3:mulliken_charge:R:1
C 2.66341 3.92735 -7.81631 -0.1260 -0.4045 -0.2386 -1.339
C 3.61358 2.97689 -7.03646 -1.7277 1.2944 0.7594 -0.576
C 2.74692 2.59535 -5.79808 1.0699 0.7858 -1.2253 -0.915
N 3.34058 1.58356 -4.89210 -0.2960 -0.6537 -1.1430 1.653
C 2.68812 1.46662 -3.56661 -0.4260 -0.6183 0.7794 0.619
C 2.71851 2.74335 -2.79578 -0.4620 0.6095 -0.2138 1.302
C 4.14584 3.18696 -2.51351 -0.5932 -0.3315 1.6713 -0.462
C 4.90218 3.18037 -3.79752 1.1877 -0.6995 -0.8050 -0.949
C 4.73695 1.87546 -4.62330 1.6043 0.4182 -0.1197 -0.977
C 3.26355 0.27263 -5.61172 -0.2719 -0.6749 0.2691 -1.570
H 2.29150 4.82480 -7.27723 0.5005 -0.6520 -0.0822 0.166
H 1.81033 3.29394 -8.04777 -0.4466 0.2457 -0.0862 0.376
H 3.04915 4.23224 -8.78793 0.2912 0.1394 0.1111 0.459
H 4.50139 3.50717 -6.75206 0.6369 0.1112 0.0748 0.432
H 3.83988 2.14387 -7.68928 0.1979 -0.2346 0.0446 0.363
H 1.83004 2.23549 -6.14199 -1.1820 -1.1639 -0.5573 0.916
H 2.37352 3.47466 -5.29906 0.6847 0.4074 0.5697 0.172
H 1.66943 1.07729 -3.62074 0.3762 -0.0683 -0.3375 -0.703
H 3.29583 0.74568 -3.03848 -0.0165 -0.5113 0.1494 -0.520
H 2.22729 3.50458 -3.39257 -0.2718 0.2198 0.2162 -0.745
H 2.09090 2.51462 -1.92187 0.4401 0.5090 0.0286 -0.675
H 4.22034 4.19153 -2.07409 -0.2838 -0.2475 -0.0352 0.549
H 4.46590 2.49001 -1.73730 0.7326 -0.0408 -0.1441 -0.199
H 4.49653 4.04281 -4.29964 -0.0538 0.2088 -0.9400 0.380
H 5.98376 3.38617 -3.70088 -0.4199 -0.2062 0.1762 0.535
H 5.28206 1.82926 -5.58193 -0.2010 0.6478 0.3258 0.566
H 5.11800 0.98415 -4.12870 0.0777 0.2735 0.5543 0.441
H 2.23023 -0.03658 -5.60705 -0.4197 0.0454 0.1116 0.510
H 3.85513 -0.50208 -5.11027 -0.0395 0.3933 0.1509 0.306
H 3.57388 0.33873 -6.65053 0.2487 0.3578 0.1083 0.389
C -3.18911 -5.19161 -4.45606 0.3608 -0.8194 -1.3205 -1.519
C -2.30815 -3.99299 -4.30544 1.1066 0.7826 0.7022 0.379
C -0.83818 -4.50523 -4.11423 -1.5217 0.0101 -0.7257 -0.630
N 0.21528 -3.49432 -3.85370 -0.9463 0.3132 0.8530 1.605
C 1.55840 -4.13550 -3.86019 -0.1296 -0.5574 -0.3651 1.153
C 1.90541 -4.68449 -5.22385 1.3393 -0.8801 -0.6059 -1.034
C 1.94662 -3.54469 -6.23303 -0.6837 0.2073 0.6737 -0.529
C 0.54895 -2.88444 -6.16526 0.7840 0.7154 -0.9748 -1.406
C 0.19747 -2.38496 -4.79607 0.3766 0.1109 -0.9509 -0.197
C 0.02007 -2.84953 -2.50878 0.0539 0.1721 0.2184 0.648
H -4.22362 -4.89235 -4.48757 -0.4710 -0.0939 0.4921 0.398
H -2.91053 -5.88961 -3.67060 -0.5832 -0.1597 0.2322 0.261
H -3.03447 -5.71536 -5.41999 0.1615 0.1658 0.3275 0.405
H -2.67527 -3.50345 -3.39297 0.4214 0.1967 -0.1205 -0.070
H -2.42006 -3.26894 -5.12608 0.0917 -0.2776 0.1032 0.370
H -0.60838 -5.08467 -5.01277 0.2392 0.1789 0.2282 0.897
H -0.84380 -5.13364 -3.23678 0.0466 -0.3314 0.1916 -0.350
H 1.41006 -4.91606 -3.12690 0.7042 -0.1627 0.4698 -0.508
H 2.29006 -3.37162 -3.57789 -0.2109 -0.1201 0.3169 -0.452
H 1.30455 -5.56261 -5.48443 -0.3580 0.4765 -0.2216 0.369
H 2.90793 -5.14186 -5.22349 -0.0733 0.2292 0.5745 0.500
H 2.23556 -3.80025 -7.24665 -0.2280 -0.4259 -0.1557 0.528
H 2.76760 -2.88997 -5.87915 -0.5855 0.2077 -0.0983 0.005
H -0.22011 -3.58441 -6.48204 0.0268 -0.1537 -0.2985 0.554
H 0.50791 -2.02977 -6.84234 -0.1222 0.0295 -0.0907 0.582
H -0.73070 -1.83136 -4.79178 -0.3325 -0.1580 0.2682 0.554
H 0.93391 -1.72313 -4.40086 0.5826 0.8450 -0.0422 -0.052
H 0.13002 -3.54456 -1.67354 0.0636 -0.0618 -0.6219 -0.259
H -0.98204 -2.41076 -2.49112 0.3373 0.0824 -0.0418 0.466
H 0.80384 -2.09322 -2.49508 -0.2298 0.2093 0.5101 -0.723
C 4.64572 -4.34741 -2.07492 -0.7586 -0.5441 0.2478 -1.924
C 3.43884 -4.38026 -1.14064 0.5615 0.1651 -0.5330 1.816
C 4.02229 -4.13079 0.20928 0.7258 -0.5428 -0.2978 -0.949
N 3.11741 -4.35867 1.33924 0.3027 0.7784 1.3723 0.919
C 3.88954 -3.89862 2.53784 -0.4675 0.6904 0.7442 -0.578
C 3.06215 -3.80871 3.84794 0.4089 0.4715 -1.6272 -1.246
C 1.77815 -3.02510 3.61499 0.3815 -0.0537 -0.0680 -0.421
C 1.05599 -3.55863 2.39974 -0.2638 -0.1278 0.8785 0.198
C 1.83644 -3.56473 1.15521 0.3449 0.0900 -0.4670 1.936
C 2.75002 -5.75855 1.41659 1.1655 -1.0704 0.2488 -1.012
H 4.37220 -4.27266 -3.10932 -0.1561 0.1560 -0.5960 0.184
H 5.03821 -5.33388 -1.91770 1.0628 -0.4158 -0.2717 0.620
H 5.36591 -3.58221 -1.83055 0.2430 0.2607 0.0640 0.284
H 2.95909 -5.35466 -1.21120 0.2412 0.2416 -0.0354 0.446
H 2.71223 -3.64086 -1.39772 -0.3675 0.4980 -0.0187 -0.758
H 4.42130 -3.13057 0.33068 -0.2085 0.3035 -0.2832 -0.291
H 4.87986 -4.81316 0.31873 -0.1759 0.0149 0.3115 0.706
H 4.27005 -2.91567 2.24191 -0.1835 0.0273 0.2741 0.308
H 4.75281 -4.55057 2.62898 0.0664 -0.2670 0.0118 0.360
H 3.68508 -3.26549 4.53993 0.3240 -0.1816 0.5982 0.600
H 2.84675 -4.81412 4.18559 -0.0252 -0.1932 0.3903 0.476
H 1.95059 -1.93280 3.55147 0.0951 -0.4275 -0.0617 -0.580
H 1.11847 -3.18675 4.44569 -0.3353 0.1821 0.4317 0.785
H 0.14483 -2.99554 2.34847 -0.3213 0.3283 -0.5708 -1.272
H 0.66144 -4.55192 2.62427 0.0757 -0.0272 0.1281 0.158
H 2.15962 -2.57137 0.84005 0.0166 0.0040 -0.1319 -0.331
H 1.28297 -4.10253 0.37987 0.3055 0.4039 -0.1558 -0.303
H 2.35772 -5.88354 0.44089 -0.6975 -1.2398 -0.6279 0.318
H 2.04729 -6.00886 2.18873 -0.4235 0.4018 0.1994 0.410
H 3.63623 -6.38716 1.60876 -0.1175 0.3576 -0.3244 0.252
C -0.29150 1.30159 4.42620 -0.1641 0.1250 -0.3904 -0.498
C -0.40830 1.69588 2.95509 -1.7855 0.3384 -0.0109 1.326
C -0.21312 0.41429 2.17757 1.0273 0.9219 1.1950 0.357
N -0.45921 0.48819 0.72417 -0.1688 -1.7179 0.1764 1.741
C -1.77096 1.01205 0.30336 0.4347 1.5836 -2.1218 0.228
C -2.94325 0.19091 0.66795 -0.3676 -0.5295 1.7044 -0.532
C -2.87874 -1.21311 0.06535 0.1007 0.5642 -0.8203 -0.619
C -1.53595 -1.82640 0.44480 0.0577 0.3611 -0.0376 0.922
C -0.35783 -0.87310 0.16478 0.3179 -1.3048 -1.0046 1.031
C 0.60274 1.26699 0.12529 1.4408 0.9081 -0.9182 0.904
H -0.48353 2.16976 5.04425 0.0497 0.1109 0.2852 0.411
H 0.70685 0.91511 4.62569 -0.2502 -0.0331 0.2746 -0.214
H -1.05053 0.53436 4.66727 0.3962 0.2959 -0.0389 0.226
H 0.21173 2.54476 2.66877 0.5002 -0.1709 0.0854 -0.417
H -1.43777 2.07315 2.77319 0.3172 -0.2208 0.1376 -1.297
H -0.77669 -0.34420 2.70030 -0.3840 -0.5576 -0.4582 0.476
H 0.85013 0.16917 2.29245 -0.1258 -0.4007 -0.2099 -0.430
H -1.78274 2.04331 0.61345 -0.6259 0.3171 0.4795 0.326
H -1.66322 1.09395 -0.79872 -0.1489 -0.2335 0.3099 -0.529
H -2.84887 0.12788 1.76116 -0.6157 -0.2574 0.1123 -0.503
H -3.85964 0.74883 0.47085 0.1167 -0.0685 -0.1371 0.744
H -3.68431 -1.88392 0.35535 -0.1385 0.2804 0.3479 -0.329
H -3.01508 -1.07407 -1.01731 0.3081 -0.2110 -0.0766 0.407
H -1.65127 -2.14190 1.48335 0.5520 0.1740 0.2204 -0.161
H -1.31009 -2.73231 -0.11384 -0.1078 -0.1847 -0.1170 -0.656
H 0.61532 -1.28937 0.43789 -0.1817 0.0405 0.4174 -0.760
H -0.24000 -0.70989 -0.91663 -0.3989 -0.0736 0.0813 -0.453
H 0.40755 1.40970 -0.95589 -0.0007 -0.3431 0.5014 -0.381
H 1.58161 0.72845 0.25212 -0.8646 0.5559 0.0106 -1.229
H 0.60162 2.25232 0.59955 0.2334 -0.1364 -0.0184 0.482
C -1.38114 4.86416 -1.03655 0.0986 1.4900 -1.1662 0.098
N -1.27252 6.00786 -2.12042 -1.9088 -0.3364 -0.1338 0.611
C -2.54046 6.92048 -1.96672 1.3482 -1.4485 -0.1751 -1.033
C -0.10615 6.88267 -2.07765 0.5083 0.7979 1.2837 -0.954
C -1.36728 5.34463 -3.43214 0.0351 -1.4473 -0.2021 -1.265
C -0.13435 4.49787 -3.80684 -0.3992 0.9934 -0.9862 0.346
O 0.85371 5.26441 -4.52533 0.0986 -0.0332 0.0946 -0.583
H -0.47588 4.28020 -1.12993 0.0776 0.0132 0.2868 0.018
H -2.26897 4.28599 -1.27392 0.0200 0.2080 0.1213 -0.165
H -1.43758 5.41669 -0.11016 -0.0003 -0.5790 0.0821 0.115
H -2.43951 7.37194 -0.98570 -0.3393 -0.0642 0.0284 0.373
H -3.40345 6.24218 -2.02181 0.1935 0.6442 0.1285 0.286
H -2.46761 7.66404 -2.75679 -0.1556 -0.0099 -0.0729 0.393
H -0.29468 7.54978 -1.23913 0.3997 -0.0306 0.1511 0.434
H -0.09402 7.49967 -2.96626 0.1076 -0.1356 -0.4073 0.345
H 0.83920 6.37568 -1.86254 -0.4256 -0.1026 -0.2622 0.151
H -1.59164 6.03309 -4.24763 0.1389 0.3554 0.1830 0.629
H -2.23295 4.67990 -3.34266 0.1097 0.0328 -0.1818 0.367
H -0.45985 3.64641 -4.40342 0.0732 0.0702 -0.0531 0.801
H 0.42275 4.12684 -2.97245 -0.1200 -0.1986 0.6798 -0.617
H 0.49453 5.61992 -5.34472 -0.1995 -0.1839 0.0636 0.410
C 3.89479 1.60015 3.58880 -0.9067 -1.0651 0.2427 -0.958
N 5.08367 0.90459 4.18817 0.2463 1.4936 -0.9910 1.056
C 5.30395 1.35966 5.55520 -0.3376 1.7931 1.4744 -0.749
C 4.85509 -0.54567 4.29197 0.6125 -0.4276 0.3775 -0.407
C 6.26462 1.36413 3.40629 1.7853 -1.5512 -0.2103 -0.700
C 6.57015 0.52411 2.12221 0.3319 0.8648 -0.5079 0.252
O 7.63464 1.11955 1.32786 -0.3880 -0.8862 0.9915 -0.599
H 3.07871 1.32514 4.23657 -0.5195 -0.0440 0.3540 0.149
H 3.67051 1.16035 2.60797 0.4247 0.3941 0.0029 0.382
H 3.99366 2.67626 3.61795 0.3790 0.1026 -0.2094 0.392
H 6.01505 0.72918 6.08381 0.2474 0.0874 -0.3137 0.408
H 4.39299 1.27111 6.13847 -0.1979 -0.2755 -0.1068 0.248
H 5.57204 2.43356 5.58929 0.2589 -0.5776 -0.3438 0.318
H 4.21619 -0.62570 5.18309 -0.3190 -0.4476 -0.7015 -0.152
H 5.82574 -0.97047 4.58205 -0.1963 -0.1532 -0.3287 0.473
H 4.48530 -0.95163 3.34384 -0.1002 0.0913 0.3838 -0.118
H 7.15034 1.25390 4.05990 -0.3688 -0.0417 -0.2299 0.251
H 6.14136 2.43471 3.28986 -0.0813 0.0468 -0.5909 0.502
H 5.68759 0.36732 1.48870 -0.0298 -0.0231 0.2778 -0.248
H 7.01033 -0.44388 2.36833 -0.4053 0.0403 0.2980 0.257
H 7.36818 1.98944 1.07328 -0.3228 0.8963 -0.3248 0.341
C -4.09437 5.14819 3.36853 -1.8222 -1.2126 0.5886 -0.987
N -2.80241 5.75400 3.59750 0.9210 1.2159 -1.3060 1.065
C -2.11075 5.55236 2.28707 1.2788 -0.0400 0.3855 -1.218
C -3.03524 7.18361 3.74442 -0.5881 0.8849 0.3838 -1.367
C -1.92256 5.31473 4.71892 0.2188 -0.2554 1.1460 0.140
C -2.36097 5.72142 6.15931 -0.9805 -1.8138 -1.7874 -1.401
O -1.80937 6.91926 6.58710 0.4436 0.8968 0.1954 -0.530
H -3.93994 4.13543 3.04937 0.0018 -0.4790 0.0005 0.175
H -4.57098 5.66976 2.55812 -0.0399 0.3752 -0.3800 0.404
H -4.76001 5.12479 4.23279 0.4666 0.1324 0.0682 0.461
H -1.71120 4.53804 2.28254 -0.4658 -0.0263 -0.3235 0.363
H -1.23178 6.16946 2.25319 0.3697 0.3617 0.2136 0.516
H -2.75987 5.80938 1.45748 -0.3562 -0.4359 0.1683 0.227
H -3.64214 7.25050 4.63482 -0.2270 0.6219 0.1683 0.548
H -3.55672 7.56633 2.87952 -0.3759 -0.1129 -0.2069 0.404
H -2.14939 7.78902 3.84328 0.6176 -0.2942 0.2724 0.303
H -0.93677 5.74419 4.49282 -0.1999 -0.2629 0.0140 0.703
H -1.93393 4.22479 4.73966 0.1419 0.1870 -0.3968 -0.249
H -2.06115 4.86433 6.75844 0.2184 0.0537 0.2370 0.652
H -3.45650 5.67050 6.21834 0.1390 0.2833 0.0108 0.366
H -1.66347 6.77577 7.51805 0.1976 0.4112 0.4215 0.353
C -3.81644 -6.07686 0.89346 -0.0584 0.3245 -0.0634 -0.617
N -5.14375 -5.51328 0.47182 -0.3467 1.0277 1.0149 0.976
C -6.15143 -6.50538 0.90313 -1.0801 -0.5334 -0.4934 -1.235
C -5.45968 -4.26183 1.28502 -0.7351 0.2872 -0.3542 -0.988
C -5.13712 -5.31520 -1.03114 0.5589 0.0679 -0.0444 0.001
C -6.36876 -4.80142 -1.77536 -0.1340 -0.8689 0.5677 -1.034
O -6.48347 -3.40574 -1.88611 -1.2506 -0.4921 0.5952 -0.460
H -4.05951 -6.71170 1.73975 0.6330 -0.1386 -0.0134 0.250
H -3.11701 -5.30873 1.19406 -0.1377 0.3994 0.2156 0.207
H -3.36489 -6.56143 0.03862 -0.0283 -0.5460 0.0021 0.214
H -5.87935 -7.49325 0.54323 0.1876 -0.1279 0.0205 0.404
H -7.18495 -6.31528 0.56968 0.6333 0.4460 -0.1533 0.341
H -6.19352 -6.48340 1.98099 0.2026 -0.1141 0.2838 0.506
H -5.08169 -4.26224 2.30144 0.4465 -0.7152 0.0522 0.626
H -6.54364 -4.05131 1.34849 0.5807 -0.2978 -0.4045 0.789
H -5.03972 -3.42154 0.77557 0.2384 0.4198 -0.3728 -0.475
H -4.92262 -6.34515 -1.32412 -0.1139 0.1111 -0.6068 0.493
H -4.27000 -4.69686 -1.34811 -0.3197 -0.3209 0.6888 -0.030
H -7.25845 -5.31077 -1.37023 0.0021 0.5025 0.0571 0.284
H -6.25514 -5.26456 -2.75170 0.1014 0.1274 -0.5084 0.387
H -7.37623 -3.18518 -1.51390 1.3378 0.3714 -0.0647 0.330
C -5.47836 3.87729 -0.87536 0.0166 -0.4464 -0.3113 -1.752
C -4.30012 4.38246 -0.07173 0.4719 -2.1313 -0.5944 0.593
O -3.52058 3.47141 0.34815 -0.3446 0.5477 0.0771 0.305
O -4.10592 5.59649 -0.02656 0.0773 1.8553 0.3013 -0.724
H -6.28276 4.59539 -1.00382 -0.0064 0.0740 0.0120 0.356
H -5.80825 2.98173 -0.37915 -0.5453 -0.3784 0.0998 0.387
H -5.11155 3.53430 -1.86255 -0.1040 0.2922 0.2818 0.258
C -0.26867 -6.48392 0.48860 -0.9662 -0.3667 0.1183 -0.851
C -0.18454 -5.78313 -0.84775 -0.3588 -0.2678 0.6018 -0.419
O 0.99152 -5.59978 -1.23475 -0.0141 0.0051 -0.8430 -0.513
O -1.23219 -5.40452 -1.42106 -0.1958 -0.2082 0.2782 -0.400
H -1.22064 -7.00702 0.57854 0.0339 -0.0853 0.0486 0.512
H -0.25841 -5.75298 1.30297 0.1576 -0.1278 -0.0639 -0.255
H 0.54212 -7.20307 0.55861 0.0309 0.0440 0.2679 0.460
C 1.72923 -1.16789 7.60134 0.3612 -0.8726 -0.1838 -1.198
C 2.62488 -0.18959 6.88772 1.1266 -0.2664 -0.2773 0.467
O 3.77863 -0.03999 7.40214 -0.7938 0.0223 -0.1521 -0.777
O 2.24797 0.31838 5.78975 0.3900 -0.2369 0.7694 -0.694
H 0.88576 -1.43614 6.99029 -0.3937 -0.1504 -0.2385 0.121
H 1.37478 -0.73199 8.51145 -0.2202 0.2712 0.6759 0.385
H 2.31928 -2.07840 7.86582 -0.4283 0.6943 -0.1767 0.305
C -3.27512 -2.51493 4.47200 -0.2067 -2.1031 0.4073 -0.953
C -2.09937 -3.44589 4.02363 -1.3218 0.7954 -0.2037 0.427
O -2.29177 -4.65343 3.87404 -0.8164 -1.6731 -0.1680 -0.818
O -1.02411 -2.88375 3.78813 0.8712 1.5121 0.2092 -0.275
H -2.85384 -1.89218 5.22855 0.1249 1.0008 0.2625 0.556
H -4.03242 -3.15212 5.00474 0.3523 0.6424 -0.7922 0.338
H -3.71717 -1.96514 3.62995 0.1663 -0.0444 0.3509 -0.241
C -4.07109 1.30949 4.58806 0.4527 0.0292 -0.3327 0.470
C -4.28402 2.42630 5.66028 -0.6689 -1.1800 0.0342 0.030
O -3.80707 3.55898 5.47005 0.9659 0.6031 -0.6079 -0.393
O -4.98259 2.12307 6.62809 -0.4901 -0.7072 0.6303 -0.819
H -4.99701 1.04404 4.09033 -0.4397 0.2204 0.1159 0.117
H -3.71604 0.35210 4.98210 0.0401 0.3075 0.3894 0.086
H -3.38873 1.58982 3.77454 0.0577 0.2341 0.1969 -0.449
C -6.56912 -0.48406 2.40624 0.0750 -0.0743 0.5712 -0.085
C -7.40860 -1.15776 1.31669 0.8437 0.6554 0.3972 0.186
O -7.29973 -2.39981 1.17614 -0.1059 -0.8596 0.0207 -0.662
O -8.11469 -0.40668 0.66706 -1.2629 0.9255 -1.1796 -0.759
H -7.10295 -0.65306 3.34227 -0.0750 0.1641 0.1778 0.413
H -6.42628 0.60379 2.28759 -0.1925 -0.5642 -0.1915 0.158
H -5.61312 -0.97580 2.56484 0.2776 -0.0580 -0.1638 -0.265
C -1.93121 1.55275 -4.24384 -1.4754 -0.3866 0.4563 -1.236
C -0.48309 1.15979 -4.24625 1.0859 -1.9265 1.5531 0.633
O -0.10327 0.36684 -3.29402 -0.9349 1.2354 -1.1635 -0.402
O 0.29930 1.55083 -5.13995 -0.6781 0.2320 -0.5406 -0.516
H -2.56666 0.62004 -4.27244 0.6541 0.9185 0.1138 0.343
H -2.25210 2.19430 -5.06420 0.2782 -0.0409 -0.1666 0.401
H -2.19264 2.07290 -3.30063 0.1505 -0.3744 -0.2949 -0.004
C 5.12053 -0.27793 -1.30417 -0.5077 -0.3175 -1.0678 -0.607
C 3.76407 -0.84362 -0.83594 -0.1069 -0.1094 0.7713 0.482
O 2.96480 -1.37391 -1.64136 0.4604 0.5048 -0.1629 -0.459
O 3.63533 -0.80592 0.42566 -0.1483 0.0976 -0.1828 -0.103
H 5.46822 0.51516 -0.65866 0.1274 0.0924 0.1493 -0.199
H 5.13368 0.06066 -2.35814 -0.0791 -0.2131 0.5555 -0.411
H 5.78751 -1.13489 -1.24939 0.3889 0.0268 0.0964 0.530
C 2.53088 4.48973 1.01304 -0.7860 0.0486 1.4006 -0.093
C 1.16631 5.19243 1.35459 0.9995 0.3424 -0.8714 0.266
O 0.76171 5.29311 2.50233 0.2346 -0.5361 1.4297 -0.597
O 0.65748 5.73730 0.34543 0.0413 0.2510 -0.6107 -0.508
H 2.95261 3.97402 1.90747 -0.2311 0.2463 -0.7593 -0.440
H 3.13719 5.34917 0.74307 0.4488 -0.2009 -0.2364 0.698
H 2.36383 3.82211 0.17148 0.3097 -0.0663 -0.0921 -0.286
```
Forces are in eV/Å.

Results
Lowest unoccupied orbital energy, eV: 1.014
Maximum force, eV/A: 2.73
Calculated total energy, eV: -136342.698
Total charge: -1